This record from the Open Molecules 2025 dataset describes an isolated molecule of C5H7NO. The level of theory is the ωB97M-V functional and the def2-TZVPD basis.

The geometry in XYZ format:
```
14
Properties=species:S:1:pos:R:3:forces:R:3:nbo_charge:R:1
O 1.35061 0.71374 1.55257 -0.1 0.3 -0.4 -0.53
C 1.33057 1.25949 0.47100 0.0 -0.2 0.4 0.42
C 0.45401 0.91054 -0.68164 0.2 0.1 0.0 -0.24
C 0.06905 -0.49141 -1.00360 0.1 -0.2 -0.3 -0.05
C -0.26282 -1.34653 0.21508 0.1 -0.1 0.0 -0.44
C -1.27512 -0.24133 0.57011 -0.1 0.0 0.3 -0.23
N -0.97038 0.51921 -0.68381 -0.2 0.1 0.0 -0.34
H 2.04828 2.07781 0.24197 -0.1 -0.1 0.1 0.11
H 0.64347 1.54547 -1.54457 0.0 -0.1 0.1 0.22
H 0.23851 -0.87151 -2.00902 -0.1 0.1 0.1 0.21
H 0.53115 -1.55585 0.93371 -0.1 0.1 -0.2 0.23
H -0.74578 -2.27937 -0.08499 0.1 0.1 0.1 0.22
H -1.09274 0.32269 1.48522 0.0 -0.1 -0.1 0.21
H -2.31880 -0.56296 0.53799 0.2 0.0 0.0 0.20
```
Forces are in eV/Å.

Results
Multiplicity   1
Structure (SMILES)   O=C[C@H]1[C@H]2CCN21
Charge   0
Energy   -324.62418 a.u.
Relative energy (zero: lowest compared OMol25 entry of this formula, charge and spin)   263.3 kJ/mol



This record from the Open Molecules 2025 dataset describes a structure of composition C5H4N at a distorted geometry. The level of theory is the ωB97M-V functional and the def2-TZVPD basis.

The geometry in XYZ format:
```
10
Properties=species:S:1:pos:R:3:forces:R:3:nbo_charge:R:1
C 0.69968 -1.57889 0.43694 -0.5 -0.2 -2.3 -0.18
C 0.53489 -1.31387 -0.98647 0.7 -1.9 3.6 -0.32
C 0.23383 -0.43642 0.88525 -0.9 1.8 6.5 0.42
C -0.04161 -0.15305 -1.32817 -1.1 2.8 -1.9 0.23
C -0.61731 1.83752 0.29952 -0.1 0.5 -0.8 0.21
N -0.29364 0.60655 0.37003 1.2 -0.3 -3.7 -0.45
H 0.88226 -2.46005 1.05244 0.4 0.2 -0.6 0.30
H 0.64675 -2.13293 -1.57092 0.5 -1.9 -2.6 0.27
H -0.56878 2.36375 -0.73740 -0.3 -1.1 1.9 0.27
H -0.94749 2.34233 1.20585 0.2 0.2 -0.1 0.24
```
Forces are in eV/Å.

Results
Multiplicity   3
Charge   +1
Energy   -247.06392 a.u.
Relative energy (zero: lowest compared OMol25 entry of this formula, charge and spin)   373.5 kJ/mol
⟨S²⟩   2.041



This record from the Open Molecules 2025 dataset describes an isolated molecule of C5H9I at a distorted geometry. The level of theory is the ωB97M-V functional and the def2-TZVPD basis.

The geometry in XYZ format:
```
15
Properties=species:S:1:pos:R:3:forces:R:3:nbo_charge:R:1
C -1.68627 0.66957 -1.54338 -1.7 0.4 3.0 -0.59
C -0.46745 -0.16660 -1.28907 1.1 1.5 -0.7 -0.48
C -0.21029 -0.24996 0.13762 8.2 -0.9 0.3 -0.16
C 1.17217 -0.28915 0.66596 -6.6 -0.3 -0.2 -0.20
C 1.34975 -0.38513 2.18409 1.9 2.3 -0.9 -0.66
I 2.73867 -0.40798 -0.64339 0.6 -0.2 0.1 0.18
H -2.64623 0.02131 -1.25652 1.8 1.6 -1.0 0.20
H -1.63027 1.51882 -0.75719 -0.5 -0.9 -1.6 0.20
H -1.65966 1.06601 -2.53561 -0.6 0.2 -0.6 0.22
H -0.68456 -1.06995 -1.80734 0.7 -1.2 -0.3 0.22
H 0.47935 0.35659 -1.62864 -1.3 -0.8 -0.7 0.21
H -1.00913 -0.05326 0.71589 -2.4 0.3 2.7 0.19
H 0.59239 0.17778 2.69661 -0.8 0.0 0.0 0.22
H 1.38336 -1.37032 2.56526 0.2 -1.1 0.2 0.22
H 2.27819 0.18228 2.49571 -0.6 -0.9 -0.4 0.22
```
Forces are in eV/Å.

Results
Multiplicity   1
Structure (SMILES)   CC/C=C(/C)I
Charge   0
Energy   -493.52681 a.u.
Relative energy (zero: lowest compared OMol25 entry of this formula, charge and spin)   158.6 kJ/mol



This record from the Open Molecules 2025 dataset describes an isolated molecule of C3H6BrP at a distorted geometry. The level of theory is the ωB97M-V functional and the def2-TZVPD basis.

The geometry in XYZ format:
```
11
Properties=species:S:1:pos:R:3:forces:R:3:nbo_charge:R:1
C -0.98807 0.04415 1.65991 2.6 -2.5 -2.3 -0.65
C -0.20063 -0.03105 0.29851 2.4 0.0 0.6 -0.11
C 1.06579 -0.16177 -0.22406 -1.7 0.0 0.9 -0.54
P 1.47975 -0.22491 -2.07529 -0.2 1.2 1.1 0.49
Br -0.52775 -0.57760 -2.91697 -0.4 -0.1 -0.4 -0.24
H -1.90348 0.52788 1.38960 -0.4 0.4 0.7 0.23
H -1.12252 -1.03501 1.91900 -0.4 0.9 0.1 0.23
H -0.29787 0.46056 2.34558 -0.1 0.8 1.2 0.22
H -0.88870 0.11066 -0.43929 -1.9 0.2 -2.2 0.17
H 1.94658 -0.34290 0.39410 -0.1 0.1 0.0 0.21
H 1.43690 1.23000 -2.35110 0.1 -1.1 0.3 -0.02
```
Forces are in eV/Å.

Results
Multiplicity   1
Structure (SMILES)   C/C=C/PBr
Charge   0
Energy   -3033.22759 a.u.
Relative energy (zero: lowest compared OMol25 entry of this formula, charge and spin)   23.5 kJ/mol



This record from the Open Molecules 2025 dataset describes an isolated molecule of C4H6NP at a distorted geometry. The level of theory is the ωB97M-V functional and the def2-TZVPD basis.

The geometry in XYZ format:
```
12
Properties=species:S:1:pos:R:3:forces:R:3:nbo_charge:R:1
C 0.25117 -0.44529 1.62471 0.1 -0.1 0.0 0.20
C 2.19046 0.32573 0.16790 -0.4 -0.8 0.9 -0.75
C -1.22336 -0.45512 -0.29630 -0.8 1.1 0.2 -0.25
C -0.48737 0.64350 -1.07023 1.2 -1.0 2.1 -0.68
N -0.79429 -0.65247 1.02744 1.8 -0.2 1.8 -0.42
P 1.46024 0.52909 -1.30492 -0.1 -0.2 0.3 0.59
H 0.27758 -0.71558 2.71409 0.8 0.5 -0.8 0.20
H 3.30922 0.20083 0.49332 -2.5 0.3 -0.7 0.23
H -2.30173 -0.24284 -0.05554 0.6 0.0 -1.5 0.21
H -1.11412 -1.40143 -0.77660 -0.3 -0.8 -0.6 0.21
H -0.96849 0.64961 -1.99897 -0.2 0.5 -1.7 0.23
H -0.59929 1.56397 -0.52489 -0.3 0.6 0.0 0.23
```
Forces are in eV/Å.

Results
Multiplicity   1
Charge   0
Energy   -551.91173 a.u.
Relative energy (zero: lowest compared OMol25 entry of this formula, charge and spin)   469.1 kJ/mol



This record from the Open Molecules 2025 dataset describes a structure of composition C17H16Br12NO2 at a distorted geometry. The level of theory is the ωB97M-V functional and the def2-TZVPD basis.

The geometry in XYZ format:
```
48
Properties=species:S:1:pos:R:3:forces:R:3:nbo_charge:R:1
C -2.58628 2.07355 0.63923 5.7 -7.7 2.9 -0.19
C -1.59493 1.06836 0.81746 -7.7 5.8 0.8 -0.13
C -0.43335 0.00874 1.30788 -0.2 1.9 0.3 -0.36
C 0.93104 -0.13607 0.41028 -0.8 -3.7 3.3 0.30
N 1.44479 -1.36603 0.83979 0.5 4.6 -2.6 -0.53
C 0.68819 -2.18552 1.86197 -2.3 -0.8 -0.6 0.24
O 1.00837 -2.07102 3.29336 2.9 1.3 -1.9 -0.53
C 2.35459 -1.52464 3.52587 6.1 -1.2 1.0 0.75
O 3.50372 -2.21001 3.52452 -8.2 3.9 -0.5 -0.48
C 2.44575 0.09165 3.88027 -0.3 3.4 0.5 -0.18
C 1.91380 0.69414 5.33288 1.4 2.7 -3.0 -0.19
C 1.99255 2.31384 5.59571 1.4 -1.7 -3.7 -0.21
C 2.59460 3.30598 4.41041 0.1 -3.1 -1.0 -0.20
C 3.16906 2.73377 2.97232 -2.1 -3.4 3.4 -0.22
C 3.07420 1.10102 2.74233 -1.3 1.1 2.9 -0.25
C -0.83780 -1.54795 1.62621 1.7 0.1 -1.3 -0.40
H -3.55702 2.76075 0.72167 2.7 -1.9 -0.4 0.32
H -0.00905 0.47634 2.31276 -0.8 -0.7 -1.9 0.32
H 1.40503 0.62540 -0.36898 -0.6 -2.0 1.7 0.32
H 2.36245 -1.56174 0.33988 -1.3 -0.6 1.4 0.46
H 0.76636 -3.29625 1.49318 0.0 2.1 1.0 0.25
H 1.48815 -0.02276 6.15783 1.0 1.6 -1.9 0.26
H 1.62394 2.77785 6.62454 0.9 -1.2 -2.5 0.27
H 2.63292 4.48736 4.56042 -0.1 -3.0 -0.2 0.26
H 3.60424 3.40290 2.11021 -1.0 -1.4 2.1 0.26
H 3.45347 0.59800 1.73639 -0.7 1.3 2.4 0.22
H -1.12028 -1.98379 0.57313 -0.2 0.6 2.3 0.25
H -1.56016 -1.72188 2.53024 1.5 0.4 -2.0 0.30
C -0.61780 3.20825 -2.46101 0.0 0.3 -0.5 -0.49
Br -1.33769 4.91214 -1.85877 0.3 -0.6 -0.1 0.12
Br 0.89324 3.44504 -3.66301 -0.4 -0.1 0.3 0.11
Br -0.17937 2.03972 -0.96876 1.4 1.7 -2.7 0.11
H -1.40779 2.71203 -3.03435 0.3 0.1 0.4 0.23
C -1.64739 -0.20099 -4.35602 0.1 0.1 -0.3 -0.50
Br -2.46103 -0.22993 -6.12274 0.2 0.0 0.6 0.12
Br -2.96430 0.10554 -2.95748 0.3 -0.1 -0.2 0.07
Br -0.59237 -1.80027 -4.01876 -0.3 0.4 0.0 0.09
H -0.95625 0.64810 -4.33612 -0.3 -0.4 0.0 0.22
C -6.92018 -0.76240 -2.75381 0.2 0.1 -0.2 -0.49
Br -7.17339 -0.45003 -0.85053 0.0 -0.1 -0.4 0.08
Br -6.89029 -2.66059 -3.17819 0.0 0.5 0.1 0.09
Br -8.22913 0.19827 -3.82538 0.3 -0.3 0.3 0.10
H -5.93576 -0.36065 -3.01562 -0.5 -0.2 0.1 0.22
C 3.21173 -4.02935 -4.81397 0.3 -0.2 -0.4 -0.49
Br 2.47150 -3.52604 -3.08686 0.1 -0.1 -0.2 0.04
Br 1.84770 -4.73387 -6.00862 0.3 0.3 0.4 0.11
Br 4.20376 -2.56825 -5.62980 -0.3 -0.4 0.3 0.11
H 3.92643 -4.83873 -4.63196 -0.3 0.4 0.0 0.23
```
Forces are in eV/Å.

Results
Multiplicity   1
Charge   +1
Energy   -31749.85248 a.u.